No. 1
{
  "formula": "C4H5OS",
  "method": "ωB97M-V/def2-TZVPD",
  "gap_ev": 3.87,
  "total_charge": -1,
  "spin_multiplicity": 1,
  "e_lumo_ev": 2.93,
  "relative_energy_kj_mol": 316.8,
  "e_homo_ev": -0.94,
  "species": ["C", "C", "C", "C", "O", "S", "H", "H", "H", "H", "H"],
  "coordinates": [[3.090, -0.102, -0.358], [-1.828, 0.490, 0.301], [-0.981, -0.669, 0.077], [-0.469, 0.683, -0.311], [3.189, 0.941, 0.204], [3.237, -1.382, -1.284], [-2.683, 0.780, -0.522], [-2.092, 0.786, 1.287], [-0.738, -1.189, 0.963], [-1.031, -1.463, -0.666], [0.305, 1.126, 0.309]],
  "nbo_charge": [0.484, -0.461, -0.499, -0.725, -0.460, -0.040, 0.132, 0.155, 0.138, 0.155, 0.119]
}

---

No. 2
{
  "formula": "C56H72N2O4SeSiY",
  "method": "ωB97M-V/def2-TZVPD",
  "gap_ev": 6.99,
  "total_charge": -1,
  "spin_multiplicity": 1,
  "e_lumo_ev": 2.18,
  "relative_energy_kj_mol": 64.4,
  "e_homo_ev": -4.80,
  "species": ["Y", "C", "O", "C", "C", "C", "C", "C", "C", "C", "C", "C", "C", "C", "C", "C", "C", "C", "C", "C", "C", "C", "C", "C", "C", "C", "C", "C", "C", "C", "C", "C", "C", "O", "C", "C", "C", "C", "C", "O", "C", "C", "C", "C", "C", "C", "O", "C", "C", "C", "C", "H", "H", "H", "H", "H", "H", "H", "H", "H", "H", "H", "H", "H", "H", "H", "H", "H", "H", "H", "H", "H", "H", "H", "H", "H", "H", "H", "H", "H", "H", "H", "H", "H", "H", "H", "H", "H", "H", "H", "H", "H", "H", "H", "H", "H", "H", "H", "H", "H", "H", "H", "H", "H", "H", "H", "H", "H", "H", "Se", "C", "N", "C", "Si", "C", "C", "N", "C", "C", "C", "C", "C", "C", "H", "H", "H", "H", "H", "H", "H", "H", "H", "H", "H", "H", "H", "H"],
  "coordinates": [[-0.740, -2.260, 0.070], [-0.431, -2.541, 3.770], [-0.434, -1.797, 2.551], [-0.124, -0.438, 2.741], [-1.172, 0.476, 2.818], [-2.619, 0.086, 2.606], [-3.195, 0.635, 1.318], [-4.409, 1.313, 1.319], [-5.010, 1.753, 0.147], [-4.333, 1.482, -1.041], [-3.123, 0.806, -1.086], [-2.546, 0.432, -2.437], [-1.069, 0.669, -2.634], [-0.628, 1.965, -2.880], [0.714, 2.273, -3.062], [1.623, 1.224, -2.985], [1.236, -0.083, -2.721], [2.318, -1.115, -2.457], [3.036, -0.752, -1.179], [4.232, -0.052, -1.185], [4.860, 0.368, -0.012], [4.240, 0.033, 1.187], [3.042, -0.677, 1.230], [2.356, -0.998, 2.538], [1.200, -0.048, 2.789], [1.473, 1.310, 2.966], [0.468, 2.257, 3.065], [-0.852, 1.809, 2.988], [0.751, 3.755, 3.179], [0.047, 4.327, 4.416], [2.246, 4.051, 3.296], [0.216, 4.453, 1.919], [2.417, -1.057, 0.041], [1.274, -1.716, 0.063], [6.160, 1.167, -0.090], [7.245, 0.329, -0.780], [5.923, 2.450, -0.900], [6.671, 1.566, 1.294], [-0.121, -0.343, -2.576], [-0.535, -1.656, -2.304], [-0.615, -2.514, -3.447], [1.221, 3.699, -3.280], [2.117, 4.089, -2.095], [0.076, 4.708, -3.373], [2.037, 3.769, -4.576], [-2.536, 0.374, 0.114], [-1.393, -0.303, 0.122], [-6.380, 2.430, 0.110], [-6.289, 3.768, -0.636], [-7.375, 1.514, -0.618], [-6.920, 2.701, 1.514], [0.563, -2.513, 4.218], [-1.160, -2.114, 4.461], [-0.702, -3.564, 3.526], [-2.725, -1.001, 2.623], [-3.216, 0.466, 3.437], [-4.897, 1.467, 2.275], [-4.776, 1.779, -1.989], [-2.785, -0.613, -2.633], [-3.075, 1.025, -3.188], [-1.381, 2.744, -2.903], [2.687, 1.425, -3.070], [1.895, -2.114, -2.369], [3.031, -1.120, -3.285], [4.685, 0.172, -2.148], [4.689, 0.319, 2.132], [1.996, -2.026, 2.512], [3.080, -0.913, 3.352], [2.514, 1.611, 2.970], [-1.673, 2.521, 3.002], [0.402, 3.836, 5.325], [0.249, 5.399, 4.502], [-1.035, 4.192, 4.363], [2.687, 3.559, 4.168], [2.793, 3.726, 2.407], [2.394, 5.128, 3.405], [-0.859, 4.300, 1.801], [0.404, 5.530, 1.972], [0.705, 4.058, 1.025], [6.945, 0.047, -1.791], [8.181, 0.892, -0.848], [7.434, -0.590, -0.219], [5.640, 2.224, -1.931], [5.119, 3.042, -0.456], [6.830, 3.062, -0.927], [6.887, 0.690, 1.911], [7.595, 2.141, 1.192], [5.946, 2.188, 1.827], [0.287, -2.415, -4.050], [-0.701, -3.535, -3.076], [-1.495, -2.254, -4.038], [1.561, 4.032, -1.156], [2.979, 3.423, -2.009], [2.487, 5.112, -2.218], [-0.515, 4.736, -2.455], [0.485, 5.707, -3.537], [-0.596, 4.478, -4.204], [2.909, 3.111, -4.538], [1.428, 3.471, -5.433], [2.393, 4.790, -4.743], [-5.988, 3.627, -1.677], [-7.260, 4.274, -0.635], [-5.556, 4.425, -0.163], [-7.036, 1.291, -1.632], [-7.476, 0.563, -0.090], [-8.359, 1.990, -0.684], [-6.245, 3.344, 2.086], [-7.888, 3.205, 1.442], [-7.067, 1.774, 2.073], [-3.274, -2.787, -1.044], [-4.645, -2.539, 0.145], [-5.517, -2.386, 0.892], [-0.937, -7.037, 1.532], [-1.711, -5.565, 0.641], [-2.945, -6.292, -0.579], [-2.662, -4.591, 1.957], [-0.457, -4.550, 0.016], [0.623, -5.194, -0.603], [1.948, -4.735, -0.456], [3.013, -5.378, -1.071], [2.819, -6.512, -1.853], [1.523, -6.985, -2.011], [0.451, -6.339, -1.408], [-1.569, -7.353, 2.370], [0.049, -6.769, 1.929], [-0.803, -7.897, 0.870], [-3.962, -5.982, -0.330], [-2.901, -7.387, -0.567], [-2.754, -5.948, -1.598], [-3.741, -4.672, 1.808], [-2.460, -3.514, 1.972], [-2.426, -4.970, 2.957], [2.127, -3.859, 0.151], [4.014, -4.984, -0.926], [3.655, -7.014, -2.325], [1.336, -7.864, -2.617], [-0.552, -6.715, -1.576]],
  "lowdin_charge": [1.331, -0.031, -0.230, -0.203, -0.124, -0.059, -0.142, 0.012, -0.179, 0.006, -0.136, -0.087, -0.114, 0.037, -0.154, 0.023, -0.107, -0.063, -0.128, -0.002, -0.180, 0.008, -0.131, -0.067, -0.110, 0.036, -0.152, 0.029, -0.555, -0.053, -0.070, -0.039, -0.275, -0.222, -0.563, -0.054, -0.055, -0.074, -0.184, -0.273, -0.038, -0.554, -0.036, -0.070, -0.052, -0.304, -0.234, -0.564, -0.060, -0.049, -0.077, 0.096, 0.106, 0.077, 0.114, 0.123, 0.103, 0.110, 0.056, 0.118, 0.114, 0.112, 0.107, 0.125, 0.111, 0.101, 0.109, 0.123, 0.105, 0.124, 0.088, 0.080, 0.076, 0.087, 0.081, 0.082, 0.082, 0.084, 0.074, 0.075, 0.080, 0.089, 0.073, 0.082, 0.080, 0.084, 0.081, 0.082, 0.099, 0.092, 0.098, 0.075, 0.068, 0.085, 0.085, 0.081, 0.087, 0.075, 0.089, 0.081, 0.072, 0.077, 0.086, 0.077, 0.090, 0.079, 0.084, 0.079, 0.084, 0.666, -0.806, 0.026, -0.181, 0.332, -0.215, -0.193, -0.222, -0.388, -0.047, -0.105, -0.133, -0.112, -0.071, 0.021, 0.030, 0.019, 0.017, 0.022, 0.008, 0.024, -0.019, 0.024, 0.087, 0.095, 0.084, 0.092, 0.082]
}

---

No. 3
{
  "formula": "C3H11N3Si",
  "method": "ωB97M-V/def2-TZVPD",
  "gap_ev": [5.07, 8.10],
  "spin_multiplicity": 3,
  "e_lumo_ev": [0.94, -1.49],
  "relative_energy_kj_mol": 43.6,
  "e_homo_ev": [-4.13, -9.59],
  "species": ["C", "C", "C", "N", "N", "N", "Si", "H", "H", "H", "H", "H", "H", "H", "H", "H", "H", "H"],
  "coordinates": [[-2.642, -0.726, -0.483], [-1.939, 0.235, 0.153], [-0.991, 1.107, -0.396], [1.940, 0.740, 1.404], [0.749, -1.780, 0.350], [2.133, 0.348, -1.300], [1.165, -0.128, 0.024], [-3.246, -1.478, 0.033], [-2.674, -0.753, -1.563], [-2.134, 0.399, 1.194], [-0.798, 2.029, 0.067], [-0.835, 1.268, -1.400], [2.168, 0.235, 2.172], [1.483, 1.574, 1.677], [-0.163, -2.085, -0.020], [0.888, -2.127, 1.419], [2.881, 1.023, -1.048], [2.016, 0.120, -2.283]],
  "lowdin_spin": [0.549, 0.308, 0.330, 0.050, 0.087, 0.133, 0.355, 0.036, 0.039, 0.006, 0.018, 0.021, 0.004, 0.003, 0.020, 0.022, 0.012, 0.007]
}

---

No. 4
{
  "formula": "C7H11NO",
  "method": "ωB97M-V/def2-TZVPD",
  "gap_ev": [7.82, 7.82],
  "spin_multiplicity": 1,
  "e_lumo_ev": [0.50, 0.50],
  "relative_energy_kj_mol": 510.6,
  "e_homo_ev": [-7.32, -7.33],
  "species": ["C", "C", "C", "C", "C", "C", "C", "N", "O", "H", "H", "H", "H", "H", "H", "H", "H", "H", "H", "H"],
  "coordinates": [[0.716, 0.937, -0.076], [2.645, -0.328, 0.495], [-1.566, 0.546, -1.369], [-0.434, 0.118, -0.385], [-1.762, 0.669, 0.143], [2.861, -1.759, 0.070], [-2.688, -0.219, 0.949], [0.889, 2.162, -0.134], [3.503, 0.480, 0.656], [-1.480, 1.540, -1.796], [-2.144, -0.185, -1.837], [-0.452, -0.963, -0.565], [-1.864, 1.718, 0.604], [3.560, -1.766, -0.801], [3.082, -2.319, 0.948], [1.972, -2.108, -0.307], [-3.688, 0.379, 0.857], [-2.251, -0.354, 1.890], [-2.706, -1.140, 0.587], [1.808, 2.590, 0.071]],
  "nbo_charge": [0.343, 0.548, -0.399, -0.390, -0.172, -0.740, -0.596, -0.683, -0.538, 0.229, 0.213, 0.239, 0.231, 0.245, 0.242, 0.220, 0.211, 0.213, 0.193, 0.391]
}